# C4H8N4

C4H8N4 as an isolated structure at a distorted geometry (ωB97M-V/def2-TZVPD, OMol25).

```
16
Properties=species:S:1:pos:R:3:forces:R:3:nbo_charge:R:1
C 2.9669 -0.1687 0.2852 -3.0972 2.4852 -0.4078 -0.53
C 0.2872 0.5848 -0.2630 3.3477 8.1914 -1.8267 -0.17
C -0.8563 1.2818 -0.2469 -3.0633 -1.2156 2.7161 0.04
C -2.4150 -1.6268 0.0831 1.3053 2.2018 -1.6212 -0.17
H 3.8202 -0.5734 0.8319 -0.6807 -1.5511 -0.3654 0.22
H 3.5805 0.4171 -0.6260 -2.2380 -0.5244 2.5956 0.22
H 2.2162 0.3453 1.2975 2.7956 -0.4305 -3.4014 0.20
H 1.1897 1.3671 -0.6480 -2.1270 -2.0917 1.4930 0.18
H -1.0230 2.4271 -0.0228 1.0889 -2.4764 -1.1124 0.24
H -2.7010 1.4224 0.1621 -2.8751 2.6739 0.3208 0.36
H -1.2605 -1.6038 0.2077 -2.0890 -1.3095 -0.2600 0.21
H -3.1105 -2.3847 -0.3831 1.0951 0.4032 1.4185 0.21
N 1.7901 -1.0726 -0.3889 -0.2554 -0.1784 1.9934 -0.13
N 0.5543 -0.6704 -0.3470 4.0573 -4.3807 -1.0260 -0.20
N -2.1276 0.6847 0.0834 2.4559 -0.0567 -0.2474 -0.43
N -2.9114 -0.4299 -0.0251 0.2800 -1.7406 -0.2690 -0.23
```
Forces are in eV/Å.

The spin multiplicity is 1. Its total energy is -10229.82136 eV. Its charge is 0.